1.
ORCA calculation (ωB97M-V/def2-TZVPD) on an isolated molecule of C2H7INOPS2 at a distorted geometry.

XYZ file:
```
15
Properties=species:S:1:pos:R:3:forces:R:3
C -2.03298 -0.10570 -0.58376 0.438 0.294 -2.596
C -1.66442 1.39798 -0.60842 -2.047 0.386 2.228
N 1.98965 -1.75107 2.02981 1.459 1.848 -0.439
O 2.47906 1.03381 0.21332 1.301 0.642 1.864
P 0.99824 0.42746 0.08800 -0.486 -0.879 0.635
S 1.54092 -1.10821 -1.30229 -0.427 -0.408 -0.264
S -0.01807 1.77598 -1.15129 1.126 -0.143 -0.492
I 2.65157 -2.54536 0.41430 -0.361 0.137 0.063
H -2.96430 -0.45226 -0.09207 0.458 0.699 -0.454
H -1.96689 -0.36358 -1.69180 -0.706 -0.248 1.274
H -1.20380 -0.66276 -0.19801 0.251 -0.384 0.684
H -1.95866 1.86048 0.40315 0.866 -0.426 -1.349
H -2.21468 1.97024 -1.36141 -0.421 -0.322 0.190
H 1.57910 -2.36958 2.68233 -1.013 -1.452 0.094
H 2.78525 0.89257 1.15814 -0.438 0.257 -1.438
```
Forces are in eV/Å.

Gap between HOMO and LUMO (alpha / beta) = 7.1101 / 7.1086 eV
Calculated total energy = -1645.722938 hartree
HOMO level (alpha / beta) = -8.236 / -8.235 eV
Relative energy (zero: lowest compared OMol25 entry of this formula, charge and spin) = 2.604 eV



2.
ORCA calculation (ωB97M-V/def2-TZVPD) on a cluster of 2 separate species, C13H20N in total.

XYZ file:
```
34
Properties=species:S:1:pos:R:3:forces:R:3
C -0.63057 -1.02706 -1.72689 -0.535 -0.148 -0.174
C -0.56535 -2.40511 -1.94126 -0.122 0.061 0.325
C 0.27453 -3.11099 -2.79309 0.044 -0.357 -0.058
C 1.24512 -2.62116 -3.66278 0.118 -0.224 -0.140
C 1.56992 -1.29709 -3.93797 0.220 0.059 -0.224
C 1.01225 -0.14082 -3.40343 0.088 0.285 -0.063
C 0.03522 -0.01746 -2.41881 -0.040 0.329 0.126
H -1.35837 -0.70947 -0.96602 0.314 -0.099 -0.423
H -1.25909 -3.00784 -1.34571 0.286 0.203 -0.175
H 0.16738 -4.20126 -2.76994 0.024 0.410 -0.018
H 1.81004 -3.37800 -4.21946 -0.218 0.303 0.218
H 2.35472 -1.14098 -4.68698 -0.297 -0.083 0.291
H 1.40374 0.80351 -3.79912 -0.155 -0.370 0.143
H -0.23652 1.01273 -2.15468 0.111 -0.444 -0.009
C -1.85805 0.20168 2.25329 -0.082 0.065 0.149
C -0.80891 1.18659 1.72677 -0.393 0.106 0.754
C -1.50051 2.25874 0.88687 0.163 0.173 0.193
C -0.05598 1.78765 2.95707 0.094 0.156 -0.691
C 1.22196 0.95821 3.09667 -0.061 -0.493 0.058
C 1.46228 0.32110 1.71381 0.880 0.049 0.219
N 0.24726 0.53739 0.99608 -0.068 0.161 -0.701
H -2.57104 0.74908 2.88375 0.004 -0.279 -0.149
H -2.40889 -0.27082 1.43175 0.014 -0.029 0.087
H -1.37720 -0.57429 2.86057 -0.134 0.078 -0.115
H -2.23684 2.79207 1.50454 0.107 -0.099 -0.308
H -0.75733 2.97637 0.51783 -0.188 -0.096 0.050
H -2.01775 1.81090 0.02767 -0.020 0.081 0.112
H 0.21251 2.82800 2.73989 -0.160 -0.102 0.083
H -0.66315 1.75565 3.86547 0.032 0.115 -0.206
H 2.07007 1.57813 3.38698 -0.058 -0.158 0.134
H 1.08670 0.16581 3.83965 0.091 0.192 -0.011
H 2.30447 0.83764 1.23224 0.007 -0.164 -0.054
H 1.73373 -0.74359 1.79278 -0.040 0.195 0.089
H 0.09363 0.08469 0.11245 -0.028 0.122 0.487
```
Forces are in eV/Å.

Gap between HOMO and LUMO = 5.1456 eV
Calculated total energy = -561.798951 hartree
HOMO level = -10.767 eV
Net charge = +1
Relative energy (zero: lowest compared OMol25 entry of this formula, charge and spin) = 2.261 eV



3.
ORCA calculation (ωB97M-V/def2-TZVPD) on a cluster of 2 separate species, C3H11N4O in total at a distorted geometry.

XYZ file:
```
19
Properties=species:S:1:pos:R:3:forces:R:3
N -1.37981 -0.74818 -0.07690 0.467 1.603 -0.800
C -0.62517 -0.13532 -1.04095 -7.486 0.969 0.091
N -0.59901 -0.84944 -2.28369 2.314 0.323 1.338
N -1.24509 1.29187 -1.04711 3.874 -1.667 -0.906
H -1.76703 -0.01565 0.52324 0.481 -0.365 0.677
H -2.17461 -1.16019 -0.56261 0.380 -1.548 0.708
H 0.00110 -1.66170 -2.10620 -0.091 -0.106 -0.693
H -1.55246 -1.20455 -2.34143 0.122 -0.201 -0.565
H -0.66956 1.78414 -1.73374 -0.225 0.560 0.195
H -2.08251 1.02418 -1.57119 -0.181 0.312 0.201
C 1.12527 -1.02941 1.91349 -0.619 -0.565 -0.623
N 1.59126 -0.21117 0.88484 -0.352 1.452 0.273
C 1.57464 1.24541 1.18485 0.262 -0.682 -0.772
O 0.66055 -0.61001 2.93412 0.267 0.110 0.330
H 1.20122 -2.10516 1.67802 0.017 0.089 0.069
H 1.15640 -0.36627 -0.01924 0.742 -0.771 -0.274
H 0.56997 1.64856 1.30568 -0.011 -0.034 0.474
H 2.00548 1.72431 0.30562 0.231 0.150 0.198
H 2.20937 1.37859 2.05319 -0.191 0.372 0.079
```
Forces are in eV/Å.

Gap between HOMO and LUMO = 5.7105 eV
Calculated total energy = -414.765919 hartree
HOMO level = -13.802 eV
Net charge = +1
Relative energy (zero: lowest compared OMol25 entry of this formula, charge and spin) = 6.648 eV



4.
ORCA calculation (ωB97M-V/def2-TZVPD) on an isolated molecule of C4H4N2O at a distorted geometry.

XYZ file:
```
11
Properties=species:S:1:pos:R:3:forces:R:3
C -0.93482 -0.33952 -0.31250 -3.015 -5.408 1.775
C 0.30555 -1.06173 -0.86466 -0.801 3.516 1.904
C 0.64293 0.93273 1.26119 1.401 3.020 4.670
C -0.30978 0.81798 0.24451 -0.845 -1.031 -1.486
H 0.37899 -1.91696 -1.36457 -0.065 -3.734 -1.709
H 0.49729 1.96520 1.86334 1.070 -1.864 -1.934
H 1.03619 0.27666 2.03374 -0.518 -0.922 -0.695
H -0.88447 1.57148 -0.06230 -1.956 3.842 -0.371
N 1.37795 -0.48644 -0.48734 0.486 0.676 -0.524
N 1.11568 0.88677 -0.11773 -0.572 -0.619 0.309
O -2.08833 -0.84943 -0.02574 4.815 2.524 -1.938
```
Forces are in eV/Å.

Gap between HOMO and LUMO = 9.6909 eV
Calculated total energy = -339.416914 hartree
SMILES string = O=C1C=NN2C[C@H]12
HOMO level = -10.145 eV
Relative energy (zero: lowest compared OMol25 entry of this formula, charge and spin) = 4.483 eV